Record 1
C35H44CaI2N4OSbSi2Te as an isolated structure, computed with ωB97M-V/def2-TZVPD.

Each line ends with the Mulliken charge.
Element x y z (Å)
Ca 0.068 1.445 0.115  1.45
C -0.153 0.738 3.651  -1.26
C 0.349 2.118 3.384  0.75
C 0.304 3.063 4.422  -0.89
C 0.620 4.351 4.137  -0.52
C 1.085 4.670 2.875  -0.98
C 1.246 3.662 1.963  0.41
N 0.827 2.420 2.184  0.07
Sb 2.402 4.190 0.248  0.92
C 1.464 3.650 -1.621  0.39
C 1.624 4.614 -2.619  -0.85
C 1.221 4.341 -3.897  -0.58
C 0.665 3.083 -4.170  -0.85
C 0.597 2.143 -3.179  0.27
C 0.002 0.763 -3.340  -0.97
N 0.963 2.448 -1.910  0.42
C 3.497 2.248 0.269  -0.28
C 4.870 2.374 0.405  -0.91
C 5.677 1.280 0.225  -0.62
C 5.059 0.097 -0.170  -0.89
C 3.697 0.077 -0.344  0.56
C 3.056 -1.162 -0.849  -0.25
N 2.902 1.090 -0.014  0.76
H 0.285 0.309 4.567  0.57
H 0.079 0.033 2.840  -0.15
H -1.252 0.789 3.785  0.32
H -0.134 2.725 5.359  0.44
H 0.439 5.089 4.922  0.43
H 1.394 5.648 2.641  0.60
H 2.096 5.563 -2.397  0.44
H 1.391 5.070 -4.709  0.41
H 0.447 2.767 -5.162  0.52
H 0.128 0.377 -4.325  0.69
H -1.074 0.784 -3.138  0.28
H 0.501 0.069 -2.615  -0.26
H 5.347 3.330 0.582  0.44
H 6.743 1.363 0.327  0.45
H 5.653 -0.779 -0.412  0.47
H 3.753 -1.759 -1.409  0.47
H 2.198 -0.949 -1.469  -0.33
H 2.762 -1.809 -0.019  -0.10
I -1.190 6.677 0.138  -0.05
C -2.554 5.075 0.129  -0.41
C -3.907 5.382 0.104  -0.47
C -4.813 4.368 0.071  -0.30
I -6.863 4.928 0.065  0.06
C -4.410 2.998 0.055  0.41
C -5.251 1.881 0.042  -0.50
C -4.759 0.604 0.006  -1.26
C -3.335 0.475 0.021  -0.32
N -2.486 1.476 0.065  0.24
C -3.010 2.757 0.096  -0.19
C -2.044 3.804 0.085  0.26
O -0.797 3.526 0.044  -0.06
H -4.287 6.414 0.159  0.32
H -6.303 2.042 0.020  0.25
H -5.395 -0.289 -0.004  0.43
H -2.901 -0.512 -0.045  0.45
C 1.715 -5.126 1.403  -0.90
Si 0.695 -3.994 2.560  0.05
C 1.747 -2.472 3.017  -0.59
C 0.112 -4.853 4.149  -1.08
C -0.835 -3.381 1.645  -1.03
Te -0.223 -2.380 -0.093  0.39
C -1.829 -3.024 -1.278  -1.31
Si -1.312 -4.185 -2.717  0.21
C -2.764 -4.695 -3.817  -1.08
C -0.094 -3.088 -3.686  -0.77
C -0.383 -5.660 -1.924  -0.72
H 2.522 -5.630 1.977  0.37
H 2.187 -4.526 0.630  0.27
H 1.001 -5.870 1.007  0.24
H 2.705 -2.839 3.340  0.41
H 1.240 -1.938 3.812  0.15
H 1.916 -1.736 2.253  0.02
H 0.981 -5.160 4.764  0.32
H -0.424 -5.745 3.863  0.31
H -0.471 -4.212 4.781  0.36
H -1.487 -2.677 2.184  0.61
H -1.392 -4.273 1.293  0.53
H -2.296 -2.167 -1.697  0.45
H -2.514 -3.472 -0.565  0.73
H -3.302 -3.786 -4.066  0.31
H -3.387 -5.438 -3.387  0.34
H -2.338 -5.096 -4.758  0.33
H -0.614 -2.153 -3.890  0.01
H 0.140 -3.564 -4.630  0.47
H 0.793 -2.924 -3.113  0.25
H -1.048 -6.377 -1.482  0.34
H 0.254 -5.242 -1.142  -0.14
H 0.209 -6.246 -2.615  0.48

Summary:
Energy relative to the best compared isomer or geometry (same formula, charge and spin), kcal per mole: 19.8
Calculated total energy, eV: -109242.37184
Total charge: +1

Record 2
One molecule with the formula C14H20FN3S, computed with ωB97M-V/def2-TZVPD.

Each line ends with the Mulliken charge.
Element x y z (Å)
C -0.208 -3.156 -0.116  -1.32
N -0.802 -1.835 -0.045  0.23
C -1.804 -1.624 -1.075  -0.90
C -2.097 -0.132 -1.204  -0.81
C -2.209 0.631 0.142  -0.55
N -1.498 1.902 0.039  -0.05
C -2.333 3.076 -0.055  -1.07
C -0.148 1.995 -0.106  0.53
S 0.587 3.463 -0.356  -0.47
N 0.559 0.833 -0.062  0.37
C 1.943 0.659 -0.048  0.45
C 2.832 1.559 0.536  -0.29
C 4.189 1.294 0.542  -0.80
C 4.652 0.121 -0.023  0.37
F 5.979 -0.141 -0.013  -0.34
C 3.790 -0.801 -0.586  -0.79
C 2.437 -0.527 -0.595  -0.36
C -1.764 -0.118 1.425  -0.79
C -1.427 -1.599 1.245  -0.98
H 0.577 -3.233 0.635  0.39
H 0.235 -3.299 -1.101  0.40
H -0.941 -3.957 0.056  0.36
H -1.422 -1.995 -2.030  0.49
H -2.729 -2.180 -0.844  0.41
H -1.306 0.330 -1.797  0.41
H -3.024 -0.005 -1.766  0.39
H -3.259 0.901 0.275  0.77
H -2.954 3.038 -0.953  0.32
H -2.974 3.146 0.825  0.32
H -1.697 3.957 -0.104  0.36
H 0.060 -0.053 -0.156  -0.34
H 2.467 2.468 0.982  0.41
H 4.884 1.987 0.987  0.42
H 4.179 -1.713 -1.011  0.42
H 1.748 -1.235 -1.028  0.37
H -2.554 -0.036 2.173  0.35
H -0.894 0.394 1.833  0.41
H -0.735 -1.903 2.033  0.47
H -2.340 -2.212 1.346  0.42

Summary:
Energy relative to the best compared isomer or geometry (same formula, charge and spin), kcal per mole: 8.5
Calculated total energy, eV: -32865.55847

Record 3
C19H49AlClF3NO7 as an isolated structure, computed with ωB97M-V/def2-TZVPD.

Each line ends with the Mulliken charge.
Element x y z (Å)
C 0.415 -0.535 0.424  -0.72
N -0.441 -1.318 1.303  0.02
C -1.053 -2.494 0.649  -0.85
Al -2.734 -2.079 -0.359  -0.17
O -4.160 -2.736 0.437  -0.47
Cl -2.586 -3.061 -2.352  -0.47
C -3.031 -0.130 -0.817  -0.38
O -3.936 0.644 0.070  -0.42
C -3.479 0.990 1.242  0.86
F -4.355 1.835 1.827  -0.30
F -2.286 1.631 1.210  -0.26
F -3.310 -0.043 2.103  -0.21
H 1.197 -0.077 1.030  0.16
H -0.144 0.270 -0.061  0.17
H 0.891 -1.146 -0.360  0.28
H 0.122 -1.601 2.095  0.18
H -0.317 -3.022 0.012  0.38
H -1.326 -3.208 1.439  0.37
H -4.058 -2.638 1.388  0.24
H -3.543 -0.060 -1.778  0.26
H -2.111 0.452 -0.922  0.28
C 1.786 2.099 5.081  -1.34
C 0.659 1.368 4.367  0.52
C -0.385 0.829 5.329  -1.33
O 1.167 0.324 3.543  -0.37
H 2.308 1.417 5.759  0.32
H 2.508 2.487 4.361  0.28
H 1.403 2.934 5.669  0.43
H 0.174 2.047 3.661  0.18
H 0.072 0.110 6.017  0.36
H -1.174 0.323 4.774  0.30
H -0.828 1.631 5.923  0.39
H 1.592 -0.334 4.107  0.27
C 6.033 1.056 2.771  -1.26
C 5.137 0.771 1.574  0.43
C 4.820 2.034 0.791  -1.11
O 3.947 0.109 1.979  -0.47
H 5.530 1.745 3.457  0.28
H 6.255 0.136 3.312  0.33
H 6.973 1.517 2.461  0.39
H 5.635 0.053 0.917  0.28
H 4.280 2.743 1.426  0.23
H 4.190 1.808 -0.068  0.32
H 5.724 2.529 0.436  0.33
H 3.435 0.699 2.548  0.21
C -3.573 -1.817 -5.555  -0.87
C -3.173 -0.617 -6.392  0.45
C -3.399 -0.858 -7.879  -1.30
O -1.818 -0.238 -6.148  -0.55
H -2.973 -2.689 -5.834  0.33
H -3.417 -1.647 -4.492  -0.01
H -4.624 -2.067 -5.718  0.35
H -3.751 0.257 -6.083  0.25
H -2.794 -1.706 -8.215  0.32
H -3.113 0.019 -8.460  0.32
H -4.445 -1.091 -8.084  0.35
H -1.262 -1.006 -6.324  0.34
C -6.147 -5.944 -1.032  -1.09
C -5.393 -6.540 0.147  0.34
C -5.539 -5.677 1.387  -0.73
O -4.017 -6.723 -0.178  -0.58
H -5.754 -4.949 -1.256  0.20
H -6.031 -6.572 -1.917  0.31
H -7.212 -5.845 -0.807  0.35
H -5.763 -7.551 0.345  0.29
H -5.130 -4.684 1.184  -0.03
H -4.995 -6.109 2.230  0.31
H -6.586 -5.552 1.673  0.36
H -3.642 -5.848 -0.349  0.34
C 6.993 5.894 0.053  -1.21
C 6.087 5.618 -1.137  0.46
C 5.803 6.876 -1.943  -1.37
O 4.878 4.992 -0.721  -0.49
H 6.515 6.606 0.732  0.34
H 7.188 4.975 0.606  0.26
H 7.946 6.320 -0.266  0.38
H 6.560 4.876 -1.785  0.26
H 5.293 7.615 -1.318  0.36
H 5.161 6.646 -2.793  0.32
H 6.727 7.325 -2.311  0.38
H 4.407 5.600 -0.140  0.32

Summary:
Energy relative to the best compared isomer or geometry (same formula, charge and spin), kcal per mole: 0.0
Calculated total energy, eV: -63597.89228
Total charge: -1